No. 1
C13H19BBrNO7S2 | wB97M-V/def2-TZVPD

```
! RIJCOSX wB97M-V def2-TZVPD def2/J DEFGRID3
* xyz 0 1
C 2.704 0.996 2.194
B 1.110 1.275 2.475
O 0.578 0.620 3.651
C 0.187 2.255 1.503
C -1.311 2.426 2.039
C -2.448 2.324 0.927
C -3.861 2.514 1.714
Br -2.401 3.737 -0.463
O 0.297 1.938 0.086
C 0.339 0.553 -0.161
O -0.581 -0.255 0.060
S 1.876 -0.168 -0.957
S 0.982 3.957 1.696
C 2.631 4.082 0.880
O 1.151 4.145 3.198
O 0.107 5.075 1.216
H 3.367 1.449 3.000
H 3.039 1.365 1.171
H 2.839 -0.145 2.276
H 0.076 -0.181 3.367
H -1.418 3.469 2.516
H -1.595 1.693 2.869
H -2.527 1.320 0.408
H -4.742 2.089 1.144
H -3.722 2.062 2.756
H -3.961 3.647 1.863
H 2.197 -1.309 -0.208
H 2.852 3.279 0.111
H 2.837 5.119 0.433
H 3.411 3.966 1.718
O 0.834 -7.209 -4.161
N -0.071 -6.434 -4.426
O -0.862 -6.585 -5.343
C -0.213 -5.240 -3.591
C 0.693 -5.012 -2.558
C 0.568 -3.865 -1.783
C -0.456 -2.959 -2.038
C -1.364 -3.197 -3.065
C -1.245 -4.341 -3.848
H 1.495 -5.711 -2.350
H 1.273 -3.675 -0.980
H -0.547 -2.062 -1.435
H -2.162 -2.489 -3.258
H -1.957 -4.514 -4.647
*
```

HOMO level ... -9.9 eV
Total energy ... -4483.270786 hartree
HOMO-LUMO gap ... 0.3333 Ha
SMILES ... CB(O)[C@](C[C@@H](C)Br)(OC(=O)S)S(C)(=O)=O.O=[N+]([O-])c1ccccc1


No. 2
C5H6I2N2O2 | wB97M-V/def2-TZVPD

```
! RIJCOSX wB97M-V def2-TZVPD def2/J DEFGRID3
* xyz 0 1
C -0.716 1.388 -0.323
C 0.143 -0.916 -0.349
C -0.096 1.524 1.032
C -0.941 0.060 -2.326
C 1.186 -1.390 1.818
N -0.496 0.219 -0.957
N 0.213 -0.808 0.977
O -1.350 2.319 -0.771
O 0.452 -1.869 -1.027
I 1.831 2.275 1.124
I -1.356 1.840 2.633
H -1.083 1.044 -2.768
H -0.178 -0.502 -2.861
H -1.879 -0.494 -2.359
H 2.216 -1.158 1.528
H 0.995 -1.056 2.836
H 1.058 -2.478 1.792
*
```

HOMO level (spin up / spin down) ... -9.1 / -9.1 eV
Energy above the lowest of the compared OMol25 structures with the same formula, charge and spin ... 0.8786 eV
Total energy ... -1049.432310 hartree
HOMO-LUMO gap (spin up / spin down) ... 0.2764 / 0.2750 Ha


No. 3
CH8N3OSi | wB97M-V/def2-TZVPD

```
! RIJCOSX wB97M-V def2-TZVPD def2/J DEFGRID3
* xyz 1 1
N 2.612 -0.998 0.366
N 1.662 0.009 -0.073
C 0.344 0.280 -0.066
N 0.146 1.461 -0.687
O -0.600 -0.624 0.092
Si -2.569 -0.456 0.161
H 2.217 -1.300 1.261
H 2.600 -1.944 -0.293
H 2.210 0.866 0.007
H 0.612 2.294 -0.319
H -0.822 1.838 -0.828
H -2.870 -0.401 -1.314
H -2.854 -1.739 0.848
H -2.690 0.714 0.846
*
```

HOMO level ... -14.9 eV
Energy above the lowest of the compared OMol25 structures with the same formula, charge and spin ... 2.8460 eV
Total energy ... -571.592610 hartree
HOMO-LUMO gap ... 0.4084 Ha
SMILES ... N/[NH+]=C(/N)O[SiH3]


No. 4
C18H20N2O | wB97M-V/def2-TZVPD

```
! RIJCOSX wB97M-V def2-TZVPD def2/J DEFGRID3
* xyz 0 1
C -0.671 3.023 -3.503
C -0.729 1.761 -2.694
C -1.640 0.769 -3.057
C -1.666 -0.427 -2.385
C -0.850 -0.629 -1.273
C -0.878 -1.935 -0.607
O -1.740 -2.775 -0.816
C 0.247 -2.152 0.309
C 0.544 -3.442 0.750
C 1.576 -3.667 1.631
C 2.332 -2.590 2.081
C 2.049 -1.308 1.664
C 0.998 -1.061 0.772
N 0.730 0.231 0.345
C 0.700 1.279 1.359
C -0.720 1.812 1.576
C -0.776 2.845 2.715
N -0.545 2.331 4.049
C 0.003 0.397 -0.834
C 0.125 1.566 -1.610
C 1.219 2.563 -1.350
H -1.531 3.084 -4.165
H -0.664 3.901 -2.860
H 0.229 3.046 -4.118
H -2.298 0.935 -3.896
H -2.313 -1.236 -2.687
H -0.066 -4.250 0.374
H 1.804 -4.667 1.967
H 3.158 -2.757 2.757
H 2.671 -0.492 2.001
H 1.368 2.106 1.113
H 1.049 0.833 2.292
H -1.083 2.278 0.659
H -1.385 0.976 1.809
H -0.038 3.631 2.531
H -1.767 3.308 2.717
H -1.212 1.599 4.268
H 0.387 1.940 4.135
H 0.883 3.384 -0.717
H 2.071 2.075 -0.884
H 1.558 2.990 -2.290
*
```

HOMO level ... -8.0 eV
Energy above the lowest of the compared OMol25 structures with the same formula, charge and spin ... 0.4548 eV
Total energy ... -882.684842 hartree
HOMO-LUMO gap ... 0.2996 Ha
SMILES ... Cc1ccc2c(=O)c3ccccc3n(CCCN)c2c1C